Formula: C21H26N2O4S
Source: the OMol25 dataset
Level of theory: ωB97M-V/def2-TZVPD

```
54
Properties=species:S:1:pos:R:3:forces:R:3
C -3.140930 3.425410 0.719802 0.013 0.087 0.057
C -3.371237 1.480123 -0.664824 -0.035 -0.013 0.017
C -3.836115 0.745982 0.420944 -0.156 0.117 0.084
O -2.443688 -1.923188 -0.999979 0.078 0.011 -0.332
H -0.049122 0.310961 1.928816 -0.162 0.119 -0.035
C 0.888207 1.792380 -0.860451 0.244 0.177 -0.221
H 0.185963 2.619242 -0.988363 -0.078 0.008 0.065
H 4.907402 1.573330 -0.462619 -0.033 -0.155 0.044
H -0.157865 -4.828172 -1.147878 -0.003 0.015 0.028
C -0.603226 -1.602835 1.122789 0.310 -0.099 -0.245
C 1.221596 1.206442 -2.229892 -0.131 -0.176 0.265
C 0.295242 -0.628434 1.522567 -0.171 -0.249 0.033
S 2.765494 0.509910 1.776706 0.057 -0.051 -0.207
H -2.277695 -0.681109 1.869018 -0.010 -0.079 -0.144
C 1.245715 -3.040258 0.545822 -0.128 -0.084 -0.085
C -3.946106 1.369278 1.657499 -0.065 -0.039 -0.067
C -3.026954 2.810776 -0.516531 0.023 0.013 -0.059
H -1.592413 -5.544748 -0.377952 0.098 -0.002 -0.003
N -1.980008 -1.325033 1.148238 0.085 -0.098 0.453
H 1.565318 2.002281 -2.895713 -0.010 0.031 -0.088
H 1.759189 2.803532 0.828461 0.039 0.192 -0.224
C -4.121319 -0.722600 0.256079 0.090 -0.080 -0.205
C 2.132915 -2.037275 0.903249 0.072 0.009 0.076
H 2.247312 -0.427798 -3.146862 -0.007 -0.072 0.055
H -2.667597 3.370282 -1.367635 0.029 0.048 -0.075
O 2.077370 1.418626 2.648669 -0.261 -0.052 -0.243
H 1.634528 -3.978031 0.183510 0.005 -0.099 -0.028
H -2.869866 4.463810 0.836719 0.018 0.091 0.009
C -3.605102 2.703314 1.805066 0.056 0.095 0.075
H -3.699021 3.177072 2.770939 -0.007 0.046 0.078
O -1.064891 -3.782330 0.395526 0.089 0.319 0.270
C 3.693804 0.643022 -1.985205 -0.143 -0.091 0.214
H -4.741536 -0.904792 -0.621773 0.065 -0.069 0.071
C 2.278024 0.101030 -2.191447 0.069 0.175 -0.236
H -0.026401 -5.579108 0.471794 -0.018 0.029 -0.044
H 3.783805 1.590859 -2.519648 0.057 0.009 -0.072
C 2.103690 2.311942 -0.084511 -0.784 0.285 0.118
H -4.614565 -1.129648 1.139319 -0.032 0.012 -0.001
H 3.197449 -2.186122 0.821920 0.138 -0.100 -0.024
C -0.669563 -4.996864 -0.196466 0.061 -0.214 -0.082
C 1.654179 -0.844077 1.402020 0.408 0.452 0.304
H -4.312211 0.813386 2.510520 -0.054 -0.073 0.067
H 2.032411 -0.616828 -1.406861 -0.043 -0.128 -0.029
O 4.018933 -0.048558 2.194546 -0.068 -0.172 -0.268
H -3.274405 0.996286 -1.625584 0.021 -0.062 -0.129
H 2.658493 3.038586 -0.685154 0.066 0.004 0.072
H 0.301206 0.797576 -2.653175 -0.015 0.052 -0.072
C -0.130177 -2.847188 0.657113 -0.032 0.150 0.122
H 4.419411 -0.044180 -2.424349 0.074 0.079 -0.015
C 4.085557 0.844662 -0.515889 0.549 -0.207 -0.260
H 4.448630 -0.087249 -0.082351 0.173 0.044 -0.208
H 0.392773 1.028306 -0.261074 -0.077 0.083 -0.019
N 3.005768 1.272352 0.334559 -0.016 -0.399 0.971
C -2.778384 -1.414320 0.039999 -0.443 0.110 0.171
```
Forces are in eV/Å.

The value obtained for the max |F| is 1.05 eV Å⁻¹. As for the structure (SMILES): COc1ccc(S(=O)(=O)N2CCCCCC2)cc1NC(=O)Cc1ccccc1. The calculation puts the LUMO energy at 0.687 eV. For the total energy, the calculation gives -44204.475 eV. For the HOMO-LUMO gap, the calculation gives 0.33937 Eh.

Results of the Löwdin charge analysis, in e, for atoms 1 through 5: -0.0884, -0.0321, -0.2430, 0.1003, 0.1258